Record 1
This record from OMol25 describes an isolated ion of composition C4H7N2 and charge +1 at a distorted geometry. The level of theory is wB97M-V/def2-TZVPD.

Geometry as XYZ:
```
13
C4H7N2 (wB97M-V/def2-TZVPD)
C -1.547 1.178 -0.372
C -0.546 0.433 0.036
C -1.894 -0.172 0.047
C 0.996 0.562 0.367
N -2.591 -1.174 0.170
N 1.675 -0.644 -0.173
H -1.969 2.096 -0.791
H 1.155 0.718 1.444
H 1.359 1.415 -0.281
H -2.171 -2.019 0.639
H 1.667 -1.537 0.192
H 2.748 -0.358 -0.217
H 1.117 -0.498 -1.059
```

**SMILES string**: [H]/N=c1/cc1C[NH3+]
**HOMO-LUMO gap**: 0.309 hartree
**Net charge**: +1



Record 2
This record from OMol25 describes C4H7N2 as an isolated structure at a distorted geometry. The level of theory is wB97M-V/def2-TZVPD.

Geometry as XYZ:
```
13
C4H7N2 (wB97M-V/def2-TZVPD)
C -0.500 0.523 0.656
C 1.603 -0.840 -0.475
C -1.209 0.685 -0.689
C 0.227 -0.805 0.151
N 0.996 -0.186 -1.656
N -0.125 -0.215 -1.137
H 0.073 1.409 0.758
H -1.182 0.351 1.383
H 2.473 -0.237 -0.019
H 1.963 -1.827 -0.492
H -2.215 0.250 -0.652
H -1.027 1.582 -1.350
H -0.393 -1.599 0.507
```

**HOMO-LUMO gap**: 0.393 hartree
**Net charge**: +1



Record 3
This record from OMol25 describes a 2-piece molecular cluster, C4H7N2 overall at a distorted geometry. The level of theory is wB97M-V/def2-TZVPD.

Geometry as XYZ:
```
13
C4H7N2 (wB97M-V/def2-TZVPD)
C -1.805 -0.289 1.310
C -0.789 -0.202 0.454
C -2.093 0.016 -0.106
C 1.392 -0.564 0.169
N -3.132 0.162 -0.738
N 2.033 0.588 -0.421
H -2.354 -0.562 2.167
H 1.302 -1.303 -0.522
H 1.963 -0.853 1.027
H -3.284 0.235 -1.684
H 1.701 0.997 -1.293
H 2.987 0.407 -0.571
H 2.080 1.368 0.210
```

**HOMO-LUMO gap (alpha / beta)**: 0.295 / 0.295 hartree
**Net charge**: +1



Record 4
This record from OMol25 describes an isolated ion of composition C4H7N2 and charge +1 at a distorted geometry. The level of theory is wB97M-V/def2-TZVPD.

Geometry as XYZ:
```
13
C4H7N2 (wB97M-V/def2-TZVPD)
C 0.704 1.339 0.206
C -0.329 0.221 0.113
C 0.362 -1.110 0.264
C 2.114 0.708 -0.154
N 1.771 -0.595 -0.131
N -1.599 0.271 -0.173
H 0.334 2.245 -0.365
H 0.788 1.474 1.242
H -0.055 -2.027 -0.290
H 0.269 -1.423 1.331
H 2.415 -1.301 -0.181
H -2.247 1.081 -0.460
H -2.152 -0.553 -0.262
```

**HOMO-LUMO gap**: 0.309 hartree
**Net charge**: +1



Record 5
This record from OMol25 describes a 2-piece molecular cluster, C4H7N2 overall at a distorted geometry. The level of theory is wB97M-V/def2-TZVPD.

Geometry as XYZ:
```
13
C4H7N2 (wB97M-V/def2-TZVPD)
C 1.886 0.664 -0.443
C 2.886 0.531 -1.183
C 1.027 0.629 0.620
C 0.079 -0.403 0.761
N 0.005 -1.499 0.133
N -1.426 0.564 -0.546
H 1.003 1.424 1.341
H -0.566 -0.115 1.597
H -0.881 -2.082 0.289
H 0.670 -1.882 -0.435
H -1.957 0.943 0.197
H -1.563 -0.193 -1.194
H -1.161 1.417 -1.136
```

**HOMO-LUMO gap**: 0.278 hartree
**Net charge**: +1



Record 6
This record from OMol25 describes an isolated ion of composition C4H7N2 and charge +1 at a distorted geometry. The level of theory is wB97M-V/def2-TZVPD.

Geometry as XYZ:
```
13
C4H7N2 (wB97M-V/def2-TZVPD)
C -1.563 1.782 -2.391
C -0.980 1.021 -1.710
C 0.035 -0.088 0.165
C 0.937 -1.191 0.507
N -0.146 0.159 -1.097
N -0.481 0.688 1.081
H -1.922 2.615 -3.074
H 1.742 -1.062 -0.226
H 0.242 -1.997 0.373
H 1.075 -1.077 1.629
H 0.241 -0.625 -1.645
H -0.193 0.537 1.973
H -0.969 1.567 0.901
```

**SMILES string**: C#CNC(C)=[NH2+]
**HOMO-LUMO gap**: 0.392 hartree
**Net charge**: +1



Record 7
This record from OMol25 describes an isolated ion of composition C4H7N2 and charge +1 at a distorted geometry. The level of theory is wB97M-V/def2-TZVPD.

Geometry as XYZ:
```
13
C4H7N2 (wB97M-V/def2-TZVPD)
C 0.240 0.017 0.992
C -0.410 0.994 -1.147
C -0.299 -0.665 2.225
C -0.266 -0.040 -2.244
N -0.090 0.769 0.040
N 1.015 -0.101 2.065
H -0.518 2.008 -1.499
H -0.911 -0.313 3.040
H -0.298 -1.702 2.117
H -1.112 0.046 -3.011
H 0.644 0.267 -2.979
H 0.010 -0.989 -1.901
H 1.994 -0.291 2.303
```

**SMILES string**: C/C=N\C1=[NH+]C1
**HOMO-LUMO gap**: 0.387 hartree
**Net charge**: +1



Record 8
This record from OMol25 describes an isolated ion of composition C4H7N2O and charge -1 at a distorted geometry. The level of theory is wB97M-V/def2-TZVPD.

Geometry as XYZ:
```
14
C4H7N2O (wB97M-V/def2-TZVPD)
C -0.301 0.288 -0.192
C 0.591 -1.276 -0.053
C -0.978 -0.816 1.722
C -0.007 1.445 -1.145
N -1.023 0.403 0.856
N 0.022 -1.808 1.091
O -0.658 -3.022 0.747
H 0.356 -1.800 -1.015
H 1.606 -0.943 0.034
H -0.433 -0.419 2.626
H -1.897 -1.339 2.054
H 1.055 1.756 -0.982
H -0.591 2.312 -0.896
H 0.194 1.129 -2.328
```

**SMILES string**: CC1=NCN([O-])C1
**HOMO-LUMO gap**: 0.194 hartree
**Net charge**: -1